DFT (wB97M-V/def2-TZVPD) results for an isolated molecule of C5H4O2.

Computed properties:
HOMO energy   -9.4 eV
E   -343.3716 Ha
SMILES   O=C1C=CCC1=O
Relative energy (zero: lowest compared OMol25 entry of this formula, charge and spin)   54.53 kJ/mol
Frontier orbital gap   0.3243 hartree

```
! RIJCOSX wB97M-V def2-TZVPD def2/J DEFGRID3
* xyz 0 1
O -0.59 2.33 -0.44
C -0.30 1.20 -0.15
C -1.16 -0.07 -0.19
C -0.12 -1.16 -0.17
C 1.10 -0.74 0.20
C 1.10 0.73 0.36
O 1.96 1.46 0.79
H -1.75 -0.08 0.73
H -1.87 -0.14 -1.02
H -0.35 -2.18 -0.44
H 1.98 -1.35 0.32
*
```

=====

DFT (wB97M-V/def2-TZVPD) results for C40H58N2O3SiSr as an isolated structure.

Computed properties:
HOMO energy   -0.9 eV
E   -2214.6124 Ha
Relative energy (zero: lowest compared OMol25 entry of this formula, charge and spin)   0.00 kJ/mol
Frontier orbital gap   0.1956 hartree

```
! RIJCOSX wB97M-V def2-TZVPD def2/J DEFGRID3
* xyz -2 1
Sr -0.50 0.04 -0.01
O 1.10 -1.51 0.99
C 2.25 -1.65 1.49
C 2.49 -2.61 2.53
C 3.72 -2.77 3.12
C 4.82 -1.98 2.73
C 4.62 -1.05 1.74
C 3.39 -0.88 1.09
C 3.32 0.14 0.06
N 2.39 0.33 -0.79
C 2.54 1.46 -1.69
C 1.18 2.06 -1.97
N 0.45 2.30 -0.74
C 0.01 3.47 -0.51
C -0.81 3.89 0.61
C -1.07 5.26 0.71
C -1.85 5.80 1.71
C -2.41 4.92 2.66
C -2.18 3.57 2.58
C -1.37 2.97 1.56
O -1.21 1.71 1.53
H 1.64 -3.21 2.85
H 3.84 -3.50 3.90
H 5.78 -2.10 3.21
H 5.45 -0.42 1.42
H 4.19 0.82 0.05
H 2.97 1.12 -2.64
H 3.22 2.22 -1.26
H 0.60 1.33 -2.55
H 1.25 2.96 -2.60
H 0.25 4.28 -1.22
H -0.64 5.92 -0.04
H -2.04 6.86 1.77
H -3.03 5.31 3.45
H -2.62 2.89 3.31
C -4.29 2.30 -2.08
C -2.88 2.87 -2.20
C -2.91 4.39 -2.19
C -2.19 2.27 -3.41
C -2.12 2.93 -4.63
C -1.58 2.32 -5.76
C -1.13 1.01 -5.64
C -1.16 0.31 -4.45
C -0.77 -1.16 -4.47
C -2.03 -2.03 -4.36
C 0.26 -1.62 -3.44
C -1.68 0.94 -3.27
O -1.71 0.36 -2.12
H -4.77 2.62 -1.15
H -4.26 1.21 -2.09
H -4.91 2.63 -2.93
H -2.32 2.53 -1.32
H -3.57 4.79 -2.96
H -1.92 4.82 -2.34
H -3.28 4.74 -1.22
H -2.50 3.94 -4.71
H -1.53 2.85 -6.70
H -0.73 0.51 -6.52
H -0.33 -1.33 -5.46
H -2.53 -1.84 -3.41
H -1.78 -3.09 -4.40
H -2.73 -1.80 -5.17
H -0.20 -1.70 -2.46
H 1.11 -0.94 -3.37
H 0.63 -2.61 -3.70
C -4.61 -2.22 -1.15
C -4.57 -1.88 0.34
C -4.80 -0.37 0.42
C -5.75 -2.59 1.01
Si -2.72 -2.25 1.01
C -2.86 -2.28 3.01
C -1.44 -2.19 3.59
C -3.57 -3.46 3.67
C -3.56 -1.00 3.47
C -2.34 -4.14 0.47
C -1.16 -4.67 1.31
C -3.48 -5.15 0.56
C -1.82 -4.12 -0.97
H -5.54 -1.85 -1.60
H -4.56 -3.29 -1.34
H -3.77 -1.73 -1.67
H -5.75 -0.10 -0.09
H -3.99 0.17 -0.08
H -4.87 0.00 1.44
H -6.69 -2.33 0.51
H -5.85 -2.30 2.06
H -5.65 -3.68 0.98
H -0.84 -3.06 3.37
H -1.49 -2.08 4.69
H -0.91 -1.32 3.19
H -3.05 -4.40 3.50
H -4.59 -3.58 3.31
H -3.62 -3.32 4.76
H -3.13 -0.11 2.99
H -3.45 -0.88 4.56
H -4.63 -1.01 3.26
H -1.45 -4.88 2.34
H -0.34 -3.95 1.32
H -0.80 -5.61 0.88
H -3.91 -5.21 1.56
H -3.12 -6.16 0.29
H -4.29 -4.90 -0.13
H -0.91 -3.52 -1.04
H -2.54 -3.70 -1.68
H -1.58 -5.14 -1.30
*
```

=====

DFT (wB97M-V/def2-TZVPD) results for an isolated molecule of C18H22O5.

Computed properties:
HOMO energy   -8.2 eV
E   -1075.3292 Ha
SMILES   CCOC(=O)COc1ccc2c(c1)C(=O)CC1(CCCCC1)O2
Relative energy (zero: lowest compared OMol25 entry of this formula, charge and spin)   31.42 kJ/mol
Frontier orbital gap   0.3137 hartree

```
! RIJCOSX wB97M-V def2-TZVPD def2/J DEFGRID3
* xyz 0 1
C 1.12 -6.33 -2.65
C 0.85 -4.85 -2.86
H 1.64 -4.24 -2.41
H 0.77 -4.60 -3.92
O -0.39 -4.52 -2.21
C -0.95 -3.36 -2.54
O -0.50 -2.58 -3.33
C -2.26 -3.18 -1.78
O -2.75 -1.87 -1.85
C -1.99 -0.87 -1.31
C -0.83 -1.05 -0.58
C -0.14 0.04 -0.06
C -0.62 1.34 -0.24
C -1.79 1.52 -0.99
C -2.45 0.44 -1.52
H -3.35 0.57 -2.10
H -2.16 2.52 -1.15
O -0.03 2.44 0.26
C 0.96 2.25 1.27
C 1.91 1.11 0.88
C 1.14 -0.17 0.63
O 1.57 -1.26 0.94
H 2.67 0.95 1.64
H 2.41 1.37 -0.06
C 1.73 3.58 1.38
C 0.81 4.71 1.83
C 0.16 4.38 3.17
C -0.63 3.08 3.05
C 0.28 1.94 2.61
H 1.05 1.77 3.37
H -0.30 1.02 2.52
H -1.10 2.83 4.01
H -1.43 3.21 2.31
H -0.50 5.19 3.48
H 0.94 4.26 3.93
H 0.04 4.86 1.08
H 1.39 5.63 1.91
H 2.54 3.45 2.09
H 2.16 3.82 0.40
H -0.40 -2.03 -0.39
H -2.13 -3.52 -0.75
H -3.02 -3.80 -2.26
H 2.06 -6.60 -3.13
H 1.18 -6.56 -1.59
H 0.32 -6.92 -3.10
*
```

=====

DFT (wB97M-V/def2-TZVPD) results for C45H57N5O4Ti as an isolated structure in a non-equilibrium geometry.

Computed properties:
HOMO energy (spin up / spin down)   -6.8 / -6.1 eV
E   -3173.0930 Ha
Frontier orbital gap (spin up / spin down)   0.2483 / 0.2264 hartree

```
! RIJCOSX wB97M-V def2-TZVPD def2/J DEFGRID3
* xyz 0 1
Ti -0.28 0.78 0.34
C 0.76 0.76 -2.83
C 0.31 -0.56 -2.96
C -0.96 -0.61 -2.30
C -1.25 0.70 -1.84
C -0.20 1.59 -2.20
C -0.40 3.02 -2.73
C -1.65 3.68 -2.15
C 0.82 3.91 -2.48
C -0.61 2.90 -4.25
C -2.07 -1.67 -2.24
C -2.92 -1.50 -0.97
C -1.62 -3.13 -2.25
C -3.01 -1.43 -3.44
C 1.08 -1.58 -3.81
C 2.33 -0.94 -4.43
C 0.21 -2.00 -5.00
C 1.59 -2.82 -3.05
H 1.68 1.14 -3.26
H -2.27 1.01 -1.64
H -1.64 3.67 -1.07
H -2.55 3.18 -2.51
H -1.70 4.72 -2.49
H 0.87 4.23 -1.45
H 0.77 4.80 -3.10
H 1.75 3.39 -2.73
H -1.40 2.18 -4.46
H 0.29 2.58 -4.75
H -0.91 3.87 -4.66
H -2.31 -1.52 -0.06
H -3.64 -2.32 -0.91
H -3.48 -0.57 -0.97
H -1.03 -3.37 -1.36
H -1.05 -3.42 -3.12
H -2.51 -3.77 -2.22
H -3.41 -0.42 -3.41
H -3.84 -2.14 -3.43
H -2.48 -1.54 -4.39
H 2.08 -0.11 -5.10
H 2.86 -1.69 -5.02
H 3.02 -0.58 -3.67
H -0.17 -1.12 -5.52
H -0.64 -2.61 -4.72
H 0.81 -2.58 -5.71
H 2.55 -2.61 -2.59
H 1.75 -3.65 -3.75
H 0.92 -3.16 -2.27
C 0.79 3.83 1.09
O -0.48 3.20 0.85
C -1.49 3.83 1.58
C -1.96 5.07 1.17
C -2.93 5.73 1.89
C -3.44 5.14 3.05
C -2.99 3.90 3.44
C -2.01 3.22 2.72
N -1.56 1.97 3.13
C -1.42 0.90 2.24
N -0.67 -0.22 2.71
C 0.68 0.17 2.96
C 1.23 0.96 1.95
C 2.56 1.35 2.16
C 3.27 0.95 3.29
C 2.69 0.16 4.26
C 1.36 -0.24 4.10
O 0.64 -1.01 4.99
C 1.28 -1.39 6.19
N -2.18 0.76 1.13
C -3.50 1.19 1.14
C -4.03 2.03 0.16
C -5.36 2.42 0.19
C -6.19 1.98 1.19
C -5.69 1.13 2.18
C -4.36 0.74 2.16
O -3.80 -0.10 3.09
C -4.64 -0.67 4.06
H 1.51 3.34 0.44
H 1.08 3.69 2.13
H 0.73 4.89 0.84
H -1.54 5.51 0.27
H -3.29 6.69 1.56
H -4.20 5.65 3.62
H -3.41 3.42 4.32
H -1.73 1.72 4.10
H -1.12 -0.73 3.47
H 3.07 1.98 1.44
H 4.30 1.27 3.41
H 3.26 -0.14 5.13
H 2.14 -2.04 5.99
H 0.54 -1.95 6.76
H 1.60 -0.52 6.76
H -3.36 2.40 -0.60
H -5.73 3.09 -0.58
H -7.23 2.28 1.23
H -6.35 0.79 2.96
H -4.02 -1.33 4.66
H -5.45 -1.25 3.60
H -5.08 0.09 4.71
N 4.86 0.32 -0.76
C 4.60 -1.01 -0.74
O 5.39 -1.85 -1.10
C 3.23 -1.39 -0.24
C 3.05 -2.65 0.33
C 1.78 -3.00 0.75
C 0.75 -2.09 0.60
N 0.91 -0.88 0.06
C 2.15 -0.55 -0.38
H 5.79 0.60 -1.05
H 4.30 0.98 -0.25
H 3.89 -3.32 0.42
H 1.58 -3.96 1.20
H -0.25 -2.32 0.95
H 2.24 0.42 -0.84
*
```

=====

DFT (wB97M-V/def2-TZVPD) results for an isolated molecule of C10H10N2O in a non-equilibrium geometry.

Computed properties:
HOMO energy (spin up / spin down)   -6.2 / -6.2 eV
E   -571.6264 Ha
Relative energy (zero: lowest compared OMol25 entry of this formula, charge and spin)   523.06 kJ/mol
Frontier orbital gap (spin up / spin down)   0.2156 / 0.2156 hartree

```
! RIJCOSX wB97M-V def2-TZVPD def2/J DEFGRID3
* xyz 0 1
C -0.63 2.23 -1.52
C 1.90 -0.83 1.49
C -2.22 1.20 0.11
C 0.22 1.25 -1.20
C 3.00 -1.39 0.89
C -1.37 -0.77 1.28
C -1.29 0.18 0.19
C -2.10 2.19 -0.97
C 1.24 -2.36 -0.16
C 0.77 -1.44 0.98
N -0.42 -1.56 1.54
N -0.20 0.09 -0.60
O 2.68 -2.30 -0.06
H -0.38 2.98 -2.16
H 1.99 -0.09 2.33
H -3.16 1.32 0.61
H 1.20 1.39 -1.67
H 4.04 -1.31 1.02
H -2.28 -0.65 1.74
H -2.21 3.24 -0.65
H -2.74 2.02 -1.96
H 1.08 -3.40 -0.10
H 0.86 -2.01 -1.11
*
```

=====

DFT (wB97M-V/def2-TZVPD) results for a 3-piece molecular cluster, C2H3O3S overall in a non-equilibrium geometry.

Computed properties:
HOMO energy (spin up / spin down)   -3.7 / -3.7 eV
E   -701.7583 Ha
Relative energy (zero: lowest compared OMol25 entry of this formula, charge and spin)   620.92 kJ/mol
Frontier orbital gap (spin up / spin down)   0.2321 / 0.2322 hartree

```
! RIJCOSX wB97M-V def2-TZVPD def2/J DEFGRID3
* xyz -1 1
C -0.65 -0.97 -1.33
C 0.19 -0.57 -0.37
O 1.62 -0.17 1.82
O -0.82 -1.18 -2.52
O -0.89 -0.12 1.97
S 0.34 0.24 1.24
H -1.30 -1.41 -0.49
H 0.81 2.43 -0.45
H 0.69 1.76 0.13
*
```

=====

Copy entry 1 word for word.
DFT (wB97M-V/def2-TZVPD) results for an isolated molecule of C5H4O2.

Computed properties:
HOMO energy   -9.4 eV
E   -343.3716 Ha
SMILES   O=C1C=CCC1=O
Relative energy (zero: lowest compared OMol25 entry of this formula, charge and spin)   54.53 kJ/mol
Frontier orbital gap   0.3243 hartree

```
! RIJCOSX wB97M-V def2-TZVPD def2/J DEFGRID3
* xyz 0 1
O -0.59 2.33 -0.44
C -0.30 1.20 -0.15
C -1.16 -0.07 -0.19
C -0.12 -1.16 -0.17
C 1.10 -0.74 0.20
C 1.10 0.73 0.36
O 1.96 1.46 0.79
H -1.75 -0.08 0.73
H -1.87 -0.14 -1.02
H -0.35 -2.18 -0.44
H 1.98 -1.35 0.32
*
```

=====

Among the records above, which one has the highest E? C5H4O2